Record 1
ORCA calculation (ωB97M-V with the def2-TZVPD basis set) on a structure of composition C39H68N11O7P3Re.

```
! RIJCOSX wB97M-V def2-TZVPD def2/J DEFGRID3
* xyz 4 2
Re 0.1538 0.0076 1.1171
C 2.8263 0.8141 2.4984
N 2.1825 -0.4018 1.9296
C 2.0590 -1.4632 2.9642
C 0.9398 -0.9575 3.8125
N 0.1297 -0.0586 3.2707
C -0.7022 0.3960 4.2994
C -1.6517 1.4114 4.3362
C -2.2888 1.6369 5.5404
C -1.9881 0.8827 6.6870
C -1.0206 -0.1019 6.6715
C -0.3856 -0.3196 5.4551
N 0.6725 -1.1638 5.0995
C 2.0622 2.0149 2.0726
N 0.8248 1.9250 1.5898
C 0.3698 3.2566 1.4323
C -0.8656 3.8017 1.0935
C -0.9806 5.1781 1.1014
C 0.0910 6.0143 1.4447
C 1.3122 5.4897 1.8151
C 1.4123 4.1055 1.8075
N 2.4639 3.2735 2.1931
H 3.8770 0.8685 2.2123
H 2.7906 0.7671 3.5894
H 2.7543 -0.7556 1.1583
H 2.9847 -1.5762 3.5338
H 1.8298 -2.4136 2.4833
H -1.8478 2.0292 3.4709
H -3.0220 2.4287 5.6156
H -2.5085 1.0988 7.6098
H -0.7656 -0.6594 7.5626
H 1.1909 -1.7633 5.7268
H -1.7030 3.1753 0.8427
H -1.9291 5.6294 0.8423
H -0.0489 7.0864 1.4398
H 2.1362 6.1234 2.1144
H 3.3533 3.5754 2.5663
C 4.7154 -2.0976 -2.3476
C 4.6037 -2.0469 -0.8463
C 4.9748 -3.3211 -0.1340
O 3.1945 -1.6427 -0.4259
P 1.8118 -2.1548 -0.9383
O 0.7842 -1.7581 0.1188
C 1.4150 -1.3064 -2.4633
P 1.2791 0.4676 -2.1765
O 0.6408 0.6885 -0.8255
O 0.3765 1.0884 -3.2565
C 0.4132 0.9997 -4.7641
C -0.3155 -0.2522 -5.1925
C 1.8188 1.1027 -5.2979
O 2.7375 0.9963 -2.2538
C 3.2231 2.2499 -1.6089
C 4.5179 1.8767 -0.9285
C 3.3815 3.3079 -2.6721
O 1.9752 -3.6593 -1.1658
C 1.2243 -4.8252 -1.7699
C -0.0658 -5.0432 -1.0317
C 1.0858 -4.6173 -3.2568
H 5.7604 -2.2798 -2.6017
H 4.4314 -1.1493 -2.8053
H 4.1373 -2.9202 -2.7715
H 5.1693 -1.2019 -0.4565
H 4.4068 -4.1716 -0.5062
H 4.8365 -3.2327 0.9437
H 6.0326 -3.5195 -0.3114
H 0.4382 -1.6562 -2.8048
H 2.1524 -1.5398 -3.2327
H -0.1606 1.8855 -5.0282
H 0.3071 -1.1434 -5.0942
H -0.5734 -0.1602 -6.2480
H -1.2443 -0.3840 -4.6368
H 2.4366 0.2547 -4.9945
H 2.3052 2.0278 -5.0004
H 1.7665 1.0879 -6.3873
H 2.4587 2.5387 -0.8817
H 5.2665 1.5809 -1.6639
H 4.3660 1.0445 -0.2382
H 4.9112 2.7339 -0.3806
H 4.0284 2.9527 -3.4738
H 3.8440 4.1937 -2.2354
H 2.4197 3.6071 -3.0865
H 1.9239 -5.6309 -1.5604
H -0.7525 -4.2085 -1.1672
H 0.1062 -5.2145 0.0288
H -0.5425 -5.9378 -1.4347
H 0.3488 -3.8486 -3.4957
H 0.7345 -5.5473 -3.7050
H 2.0417 -4.3742 -3.7192
C -4.1469 2.1146 1.4908
N -4.1876 1.2521 0.3174
C -5.4093 1.4527 -0.4836
P -2.8836 0.6569 -0.4792
O -1.6575 0.8153 0.4409
N -3.2339 -0.8983 -0.8290
C -4.4024 -1.6484 -0.3662
C -2.4087 -1.6165 -1.7876
N -2.5551 1.3745 -1.9127
C -1.8920 2.6777 -1.9685
C -3.3931 1.1278 -3.0947
H -4.9844 1.8736 2.1480
H -4.2332 3.1696 1.2153
H -3.2188 1.9714 2.0322
H -6.2815 1.2423 0.1352
H -5.4377 0.7759 -1.3351
H -5.4755 2.4803 -0.8477
H -4.8681 -1.1519 0.4796
H -4.0833 -2.6441 -0.0507
H -5.1398 -1.7630 -1.1639
H -1.5320 -1.0189 -2.0432
H -2.9555 -1.8420 -2.7079
H -2.0865 -2.5583 -1.3428
H -1.0823 2.7270 -1.2455
H -2.5956 3.4977 -1.7955
H -1.4615 2.8036 -2.9603
H -3.9396 0.1919 -3.0075
H -2.7553 1.0777 -3.9776
H -4.1128 1.9362 -3.2394
N -4.4699 -1.6017 3.4469
C -3.3123 -2.0384 2.9262
C -2.4248 -1.1467 2.2762
N -1.2705 -1.5609 1.7702
C -0.9707 -2.8707 1.9010
C -1.8595 -3.7260 2.5234
N -3.0174 -3.3334 3.0324
H -4.7184 -0.6292 3.4636
H -5.0668 -2.2621 3.9208
H -2.6728 -0.0992 2.2008
H -0.0449 -3.2277 1.4866
H -1.6154 -4.7780 2.6167
*
```

Computed properties:
<S²>: 0.754
Frontier orbital gap (alpha / beta) (eV): 7.26 / 6.64
Energy relative to the best compared isomer or geometry (same formula, charge and spin) (kcal/mol): 0.00
E_HOMO (alpha / beta) (eV): -17.89 / -17.88
E_LUMO (alpha / beta) (eV): -10.63 / -11.25

***

Record 2
ORCA calculation (ωB97M-V with the def2-TZVPD basis set) on a cluster of 5 separate species, C39H68N2O16PSi in total in a non-equilibrium geometry.

```
! RIJCOSX wB97M-V def2-TZVPD def2/J DEFGRID3
* xyz 1 1
C 5.9270 -3.7206 1.8908
C 4.5820 -3.4703 0.9999
C 4.6698 -4.5235 -0.2376
C 3.5841 -4.0334 -1.3330
C 2.3215 -5.0345 -1.2978
C 1.7006 -5.0487 -2.8146
C 0.1220 -4.7630 -2.8472
C -0.2858 -3.2125 -2.9185
C 0.5504 -2.2551 -1.9611
C 0.3747 -2.3414 -0.4185
C -0.6078 -3.3205 0.3468
O -1.4999 -4.0191 -0.2138
O -0.5388 -3.4019 1.7651
C -1.2669 -2.3195 2.4058
C -2.8132 -2.2074 1.9575
O -2.8624 -1.2046 0.9095
Si -4.3336 -1.2579 -0.0102
C -3.9912 -0.2028 -1.6083
C -4.8435 -2.9965 -0.6263
C -5.8164 -0.3929 0.8638
C 1.2325 -1.3776 0.4487
C 2.1912 -0.3441 -0.1761
P 3.1184 0.7939 1.0216
O 2.0581 1.7701 1.6229
N 2.3213 -0.2957 -1.6361
C 3.3083 0.7199 -2.1530
C 2.7360 2.2253 -2.1440
C 1.1436 2.3311 -1.9083
C 1.5520 -1.1642 -2.5170
C 1.6654 -1.0683 -4.1227
N 2.4124 -2.1944 -4.7366
H 6.4683 -4.6369 1.4732
H 6.5418 -2.7555 1.8125
H 5.6096 -3.9399 2.9686
H 4.5440 -2.3922 0.6005
H 3.6493 -3.7221 1.6188
H 4.5080 -5.5889 0.1340
H 5.7026 -4.4102 -0.7416
H 3.1845 -2.9787 -1.1251
H 4.1003 -4.1225 -2.3577
H 1.5374 -4.7921 -0.5054
H 2.7366 -6.0893 -1.0646
H 2.3137 -4.4142 -3.5363
H 1.8354 -6.1443 -3.1679
H -0.2752 -5.2464 -3.8220
H -0.3516 -5.3520 -1.9943
H -1.3897 -3.1240 -2.5776
H -0.2833 -2.9104 -4.0211
H -0.8149 -1.2800 2.2647
H -1.2262 -2.5341 3.5405
H -3.3731 -1.7758 2.8668
H -3.2141 -3.2350 1.6605
H -2.9501 -0.5301 -2.0012
H -3.9748 0.9174 -1.3728
H -4.7602 -0.4401 -2.4190
H -4.6071 -3.0594 -1.7532
H -5.9875 -3.1164 -0.5126
H -4.3076 -3.8713 -0.1277
H -6.7741 -0.8202 0.3764
H -5.8724 -0.5981 1.9855
H -5.8089 0.7291 0.6338
H 1.1613 -1.4226 1.5851
H 3.5463 -0.0362 2.1113
H 4.1869 1.5306 0.4199
H 3.6560 0.4795 -3.2271
H 4.2838 0.7291 -1.5345
H 2.9585 2.7667 -3.1394
H 3.2339 2.8552 -1.3181
H 0.9663 2.4297 -0.7695
H 0.5416 1.4711 -2.3567
H 0.7342 3.3059 -2.3628
H 2.0881 -0.0477 -4.4728
H 0.5816 -1.0811 -4.5241
H 2.1317 -2.3388 -5.7225
H 3.4319 -2.0862 -4.6721
C -4.8519 2.3454 -6.2729
C -4.0678 1.4606 -5.3207
C -3.0453 2.1981 -4.5060
O -2.0430 1.2103 -4.2955
C -2.1209 0.3440 -5.3408
O -1.2827 -0.4734 -5.6069
O -3.2677 0.5266 -6.0467
H -4.3640 2.4156 -7.2484
H -5.8427 1.9178 -6.4472
H -4.9966 3.3504 -5.8700
H -4.7504 0.8981 -4.6764
H -3.4477 2.5495 -3.5523
H -2.5954 3.0466 -5.0347
C -1.5034 1.0734 4.2143
C -1.2296 1.5159 5.6402
C 0.0003 0.9015 6.2444
O -0.3241 0.8469 7.6277
C -1.6804 0.7691 7.7109
O -2.2829 0.4790 8.7044
O -2.2623 1.0605 6.5124
H -2.1349 0.1812 4.1848
H -2.0444 1.8582 3.6789
H -0.5802 0.8793 3.6625
H -1.1898 2.6080 5.6973
H 0.8929 1.5112 6.0813
H 0.1978 -0.1178 5.8906
C -4.8443 1.7096 8.3999
C -4.8666 3.2089 8.1667
C -5.2114 4.0111 9.3883
O -5.8512 5.1572 8.8402
C -6.3954 4.7732 7.6531
O -7.1960 5.4145 7.0361
O -5.9124 3.5606 7.2615
H -5.8246 1.2606 8.2172
H -4.1506 1.2383 7.7068
H -4.5168 1.4585 9.4103
H -3.9156 3.5400 7.7362
H -4.3255 4.3004 9.9598
H -5.9152 3.5040 10.0587
C 5.5880 6.0012 -5.1466
C 5.8785 5.2435 -3.8637
C 7.3215 4.8679 -3.6911
O 7.2424 3.6663 -2.9322
C 6.0435 3.0981 -3.2206
O 5.7425 1.9693 -2.9402
O 5.2288 3.9714 -3.8729
H 5.3400 5.3217 -5.9661
H 4.7216 6.6529 -5.0057
H 6.4267 6.6338 -5.4454
H 5.5144 5.8075 -2.9994
H 7.8879 5.6299 -3.1498
H 7.8324 4.6519 -4.6366
*
```

Computed properties:
Frontier orbital gap (eV): 7.11
E_HOMO (eV): -11.75
E_LUMO (eV): -4.64